(1)
DFT (wB97M-V/def2-TZVPD) results for 7 unconnected molecules or ions with the total composition C25H63N8O13P2 in a non-equilibrium geometry.

Geometry (Å):
N1 0.25498 5.19088 5.22892
C1 -0.53187 4.98676 3.99532
C2 -0.99626 3.53743 3.78280
C3 -0.25472 2.79585 2.66343
P1 1.50932 2.14585 3.11996
N2 2.38485 3.57336 2.38439
C4 1.49629 1.16085 1.48406
C5 2.72645 0.36085 1.02182
C6 3.78541 1.14171 0.31076
O1 4.96605 1.20739 0.58318
O2 3.31481 1.78343 -0.79517
C7 3.26717 1.52860 3.66150
O3 3.37543 0.17997 4.09990
O4 4.74645 -0.19413 3.81485
P2 0.50635 0.36910 4.35685
O5 0.82280 0.34509 5.82003
O6 -1.14481 0.42477 4.27757
O7 0.78669 -1.09824 3.68565
H1 1.23902 5.32002 5.04912
H2 -0.09875 5.96532 5.76861
H3 -1.41308 5.62695 4.09406
H4 0.02481 5.32881 3.11893
H5 -2.05934 3.55280 3.52144
H6 -0.89822 3.00977 4.73380
H7 -0.88499 1.99451 2.27296
H8 -0.16891 3.50579 1.83243
H9 1.42705 2.86698 4.37402
H10 2.15370 3.72185 1.41104
H11 2.22672 4.41648 2.91906
H12 1.21236 1.83167 0.67203
H13 0.65237 0.47213 1.53184
H14 2.36084 -0.31707 0.23703
H15 3.18523 -0.26890 1.77781
H16 4.10340 2.13012 -1.23595
H17 3.99605 1.72694 2.88052
H18 3.54723 2.18670 4.49793
H19 4.63891 -1.11692 3.53339
H20 -1.43085 0.48549 5.19856
H21 0.93065 -1.70740 4.42336
C8 -1.84534 0.90636 -1.09956
O8 -0.91981 1.47644 -0.55380
N3 -3.14196 1.19569 -0.87061
C9 -4.21719 0.45511 -1.49353
C10 -3.45498 2.29063 0.04162
H22 -1.69227 0.07976 -1.80781
H23 -4.84011 1.11353 -2.10290
H24 -4.85316 -0.01709 -0.74571
H25 -3.79294 -0.31829 -2.13307
H26 -3.05631 3.22613 -0.35798
H27 -3.00350 2.12294 1.01414
H28 -4.53393 2.36524 0.14392
C11 -5.43137 1.98066 3.32830
O9 -4.44072 2.33351 2.72642
N4 -5.58468 0.73271 3.82003
C12 -6.76304 0.31994 4.54306
C13 -4.49665 -0.21258 3.60120
H29 -6.28716 2.64797 3.53537
H30 -6.50569 0.00079 5.55611
H31 -7.26081 -0.51011 4.03492
H32 -7.46006 1.15418 4.60919
H33 -3.56802 0.15823 4.03687
H34 -4.32452 -0.35200 2.53355
H35 -4.76034 -1.16611 4.05420
C14 0.58122 -0.47470 -4.26939
O10 -0.39491 -0.00790 -3.71503
N5 1.68452 0.22814 -4.57192
C15 2.83938 -0.36068 -5.22242
C16 1.70110 1.64011 -4.21645
H36 0.64541 -1.53492 -4.56789
H37 3.72533 -0.24936 -4.59595
H38 3.01315 0.13910 -6.17878
H39 2.68093 -1.42080 -5.40199
H40 1.56981 1.76296 -3.14044
H41 0.88761 2.16678 -4.71671
H42 2.65377 2.06817 -4.52092
C17 -6.96208 -1.69324 -3.04676
O11 -6.70894 -0.83317 -2.22859
N6 -6.91615 -1.50192 -4.38160
C18 -7.22117 -2.55417 -5.32461
C19 -6.54007 -0.18591 -4.87208
H43 -7.24720 -2.72138 -2.76399
H44 -6.36132 -2.76119 -5.96557
H45 -8.06650 -2.27464 -5.95768
H46 -7.47796 -3.46342 -4.78415
H47 -5.54406 0.08274 -4.51953
H48 -7.23815 0.56935 -4.50984
H49 -6.54868 -0.19630 -5.95949
C20 6.30999 -1.65378 1.62479
O12 5.48323 -2.42412 2.08170
N7 7.05717 -1.91088 0.53246
C21 8.01474 -0.95337 0.02687
C22 6.87693 -3.17741 -0.14955
H50 6.50831 -0.67084 2.07665
H51 7.76169 -0.65563 -0.99318
H52 9.02338 -1.37586 0.02826
H53 8.00291 -0.06647 0.65645
H54 5.84634 -3.28406 -0.49072
H55 7.09316 -4.00906 0.52290
H56 7.54728 -3.21976 -1.00551
C23 2.52999 -4.02591 -4.37519
O13 3.64560 -3.66678 -4.70201
N8 2.20232 -5.28707 -4.03881
C24 0.85706 -5.65276 -3.64685
C25 3.24140 -6.30112 -4.06594
H57 1.67774 -3.33064 -4.31979
H58 0.84667 -6.05230 -2.63122
H59 0.45021 -6.40718 -4.32391
H60 0.21679 -4.77345 -3.67800
H61 4.05034 -6.03603 -3.38499
H62 3.66247 -6.38931 -5.06800
H63 2.81422 -7.25507 -3.76636

Computed properties:
Net charge ... -1
Spin multiplicity ... 1
Lowest unoccupied orbital energy ... 1.76 eV



(2)
DFT (wB97M-V/def2-TZVPD) results for a molecular structure, C25H64BBaF4N10O14 in a non-equilibrium geometry.

Geometry (Å):
Ba1 0.23243 0.39139 -0.64188
B1 4.42998 -0.40184 1.26774
F1 4.55022 0.54391 0.36848
F2 5.62146 -1.09244 1.44143
F3 4.13249 0.22418 2.39247
F4 3.27538 -1.06720 0.99760
C1 -1.71407 5.05818 0.12442
C2 -2.99292 5.33322 0.46511
C3 -4.01545 4.30597 0.90764
O1 -5.25108 4.51442 1.31189
C4 -3.73121 2.95386 0.90959
C5 -2.42612 2.50383 0.47288
C6 -1.36651 3.61211 -0.07027
O2 -0.24689 3.17321 -0.46389
O3 -2.00798 1.39704 0.55827
O4 -3.30834 6.63213 0.38470
H1 -0.99152 5.82600 -0.10958
H2 -4.38411 2.13917 1.18597
C7 1.25487 5.01891 -3.07210
O5 1.78148 5.16221 -4.18056
N1 1.65026 5.62158 -1.98994
N2 0.20710 4.18595 -2.89424
H3 2.53858 6.08660 -2.11132
H4 1.25921 5.35942 -1.09637
H5 -0.06526 3.66224 -3.71378
H6 -0.01604 3.92180 -1.94527
C8 -3.04836 -1.48388 -0.54412
O6 -1.82214 -1.48460 -0.55965
N3 -3.79446 -0.64382 -1.20829
N4 -3.66684 -2.40744 0.06721
H7 -4.77419 -0.88905 -1.21803
H8 -3.44882 0.28390 -1.40823
H9 -4.64520 -2.53938 -0.14608
H10 -3.05872 -2.95153 0.66241
C9 -5.31566 2.01807 -2.39317
O7 -5.83102 1.97516 -1.21581
N5 -4.03225 2.06022 -2.65852
N6 -6.12137 2.05789 -3.38636
H11 -3.78437 2.19511 -3.62830
H12 -3.48411 2.44216 -1.90105
H13 -7.10188 2.18675 -3.18119
H14 -5.78131 1.98354 -4.33448
C10 3.22388 1.78936 -4.22946
C11 2.97855 0.48168 -3.43520
C12 4.12407 -0.53892 -3.46078
O8 3.86528 -1.81544 -2.96118
C13 4.90311 -2.83144 -2.82488
N7 2.64909 0.60954 -2.10318
H15 2.43482 2.52614 -4.07890
H16 3.42119 1.71696 -5.29900
H17 4.10814 2.38097 -3.99249
H18 2.16631 -0.06695 -3.91203
H19 4.96683 -0.12024 -2.91073
H20 4.51404 -0.65594 -4.47188
H21 4.86325 -3.27542 -3.81956
H22 4.58974 -3.63839 -2.16252
H23 5.92809 -2.48856 -2.68366
H24 3.13544 -0.18241 -1.70775
H25 3.20915 1.38099 -1.76956
C14 -1.36483 -4.02352 -3.63140
C15 -1.54388 -4.85450 -2.31211
C16 -2.46780 -6.06633 -2.57100
O9 -1.78755 -7.01113 -3.32745
C17 -2.61092 -8.22736 -3.69072
N8 -0.19843 -5.32038 -1.96456
H26 -0.50894 -3.34926 -3.66210
H27 -2.25793 -3.42910 -3.82408
H28 -1.01825 -4.62426 -4.47228
H29 -2.00950 -4.20544 -1.57049
H30 -3.42228 -5.69761 -2.94667
H31 -2.65206 -6.58491 -1.63014
H32 -2.89693 -8.73905 -2.77177
H33 -2.03536 -8.82848 -4.39462
H34 -3.49089 -7.86418 -4.22164
H35 0.02795 -5.83625 -1.12626
H36 -0.01957 -6.04999 -2.63968
C18 -1.39244 -1.42002 3.06803
C19 0.04071 -0.87438 2.83624
C20 1.07635 -1.52197 3.87117
O10 0.52922 -1.62616 5.15687
C21 1.61942 -1.99384 6.03406
N9 0.28601 -1.25941 1.45263
H37 -2.24972 -1.01288 2.53194
H38 -1.62405 -1.45933 4.13242
H39 -1.43877 -2.46751 2.77017
H40 0.15663 0.20662 2.91429
H41 1.98736 -0.92546 3.91949
H42 1.37425 -2.54629 3.64729
H43 2.27197 -2.83422 5.79732
H44 1.17429 -2.19124 7.00925
H45 2.26248 -1.14156 6.25364
H46 1.25552 -1.54130 1.42687
H47 -0.20601 -2.12841 1.30142
C22 2.92784 1.56759 6.38387
C23 1.47755 2.23520 6.43424
C24 0.73752 2.39305 5.12036
O11 1.14830 3.58010 4.36763
C25 0.37405 4.17982 3.48698
N10 0.84554 1.21892 7.21845
H48 2.91609 0.71673 5.70270
H49 3.29354 1.31358 7.37879
H50 3.60812 2.33127 6.00692
H51 1.62437 3.22461 6.86739
H52 -0.33439 2.34140 5.31124
H53 1.02940 1.53198 4.51912
H54 0.89618 4.96777 2.94420
H55 -0.41951 4.70146 4.02201
H56 -0.02570 3.50569 2.72945
H57 -0.12736 1.45438 7.35301
H58 0.79137 0.40884 6.61768
O12 1.07479 -2.02708 -1.62326
H59 0.58191 -2.83394 -1.77247
H60 1.72374 -2.00871 -2.32665
O13 -0.66034 0.88407 -3.27684
H61 -0.97650 0.37044 -4.02012
H62 -0.22236 1.63674 -3.67420
O14 2.05602 1.46217 0.84008
H63 2.69908 0.84485 1.18880
H64 2.30845 2.30730 1.21192

Computed properties:
Net charge ... -1
Spin multiplicity ... 1
Lowest unoccupied orbital energy ... 1.11 eV



(3)
DFT (wB97M-V/def2-TZVPD) results for 10 unconnected molecules or ions with the total composition C25H66ClF5NO12PSSi in a non-equilibrium geometry.

Geometry (Å):
C1 -1.51362 -1.49539 -4.11890
P1 -2.53667 -1.01504 -2.66960
C2 -1.32884 -0.85732 -1.30902
Si1 -3.21352 1.05895 -3.13382
C3 -3.78343 1.84938 -1.52376
N1 -2.54429 2.04700 -0.77053
C4 -1.81408 2.10422 -3.89022
C5 -2.08952 2.78571 -5.18368
O1 -2.69412 3.79333 -5.32579
Cl1 -1.39754 1.95065 -6.57748
S1 -4.91032 0.97439 -4.57830
O2 -4.39665 0.69917 -5.90063
O3 -5.69012 2.16927 -4.36876
C6 -6.00900 -0.51354 -4.23792
F1 -6.85841 -0.57456 -5.28079
F2 -5.22351 -1.61131 -4.24088
C7 -6.80323 -0.47430 -2.88954
F3 -8.01688 -1.00160 -3.03469
F4 -6.93640 0.77116 -2.44114
F5 -6.14192 -1.18359 -1.97656
H1 -1.09057 -2.48133 -3.92225
H2 -2.16798 -1.54694 -4.99157
H3 -0.71154 -0.78297 -4.32394
H4 -1.83691 -0.51755 -0.40651
H5 -0.91443 -1.84720 -1.11109
H6 -0.50886 -0.16222 -1.49473
H7 -4.46898 1.18610 -0.99438
H8 -4.30738 2.78622 -1.74006
H9 -2.64384 1.84473 0.21848
H10 -2.16695 2.97380 -0.89706
H11 -0.94143 1.45912 -3.98710
H12 -1.56334 2.89035 -3.17256
C8 -0.21086 -0.04127 3.21322
C9 -0.82667 1.20327 2.61812
O4 -1.99856 0.89353 1.85091
H13 0.03871 -0.74664 2.42019
H14 0.70132 0.18933 3.77060
H15 -0.91944 -0.53017 3.88740
H16 -0.13981 1.68541 1.92306
H17 -1.08455 1.92832 3.39856
H18 -2.62498 0.45568 2.43622
C10 4.51858 1.19187 6.11520
C11 3.16166 1.38071 5.46824
O5 2.70209 0.18231 4.85037
H19 5.25394 0.87062 5.37656
H20 4.86996 2.11423 6.58025
H21 4.45809 0.41851 6.88408
H22 3.20582 2.13279 4.68140
H23 2.43040 1.71190 6.21368
H24 2.64071 -0.48925 5.53918
C12 1.84549 -4.15825 0.32404
C13 1.95087 -2.68744 -0.03336
O6 1.57316 -1.84162 1.05132
H25 0.82657 -4.40668 0.62474
H26 2.12450 -4.78904 -0.52140
H27 2.50780 -4.39623 1.15990
H28 1.27689 -2.44668 -0.85556
H29 2.96903 -2.44132 -0.34049
H30 2.17378 -2.02320 1.78197
C14 -0.27139 6.03535 -9.58975
C15 -0.16384 4.68124 -8.91197
O7 0.52642 4.77546 -7.66759
H31 0.72090 6.45712 -9.75203
H32 -0.78000 5.95588 -10.55172
H33 -0.83278 6.73372 -8.96496
H34 0.40775 3.98774 -9.52691
H35 -1.15737 4.25204 -8.74886
H36 0.02422 5.37169 -7.10350
C16 3.36172 -4.48219 6.82686
C17 3.52737 -3.03115 6.41990
O8 3.18270 -2.13937 7.48403
H37 2.33480 -4.67201 7.13870
H38 3.60697 -5.15206 6.00215
H39 4.01538 -4.72268 7.66843
H40 2.86174 -2.78876 5.59191
H41 4.55450 -2.83461 6.09647
H42 3.76672 -2.32940 8.22442
C18 -8.21159 -0.18680 0.99127
C19 -6.99820 0.13861 1.84180
O9 -6.10380 1.03987 1.19024
H43 -7.89380 -0.61200 0.03968
H44 -8.86491 -0.90152 1.49292
H45 -8.78987 0.71507 0.77758
H46 -6.41605 -0.76036 2.03870
H47 -7.30890 0.55663 2.80564
H48 -6.58281 1.85398 1.00665
C20 -3.56042 -1.46311 7.69423
C21 -2.36676 -1.16188 6.80795
O10 -2.72721 -1.05780 5.43199
H49 -4.04271 -2.38835 7.37871
H50 -3.25746 -1.56395 8.73704
H51 -4.30086 -0.66222 7.63104
H52 -1.63635 -1.96748 6.86091
H53 -1.87551 -0.23877 7.13374
H54 -3.36642 -0.34285 5.35032
C22 5.91444 0.15990 -0.52581
C23 5.52980 -0.59019 0.73398
O11 5.17893 -1.94652 0.46029
H55 5.09336 0.14063 -1.24388
H56 6.15981 1.19965 -0.30346
H57 6.78206 -0.30535 -0.99952
H58 4.65280 -0.14437 1.20148
H59 6.35116 -0.56339 1.45825
H60 5.94090 -2.37637 0.05893
C24 8.86383 -0.65488 -4.96275
C25 8.04068 -0.48503 -3.70007
O12 8.71187 -0.98901 -2.54563
H61 9.10072 -1.70691 -5.12180
H62 8.32460 -0.28173 -5.83398
H63 9.80653 -0.10808 -4.88629
H64 7.10680 -1.03940 -3.77764
H65 7.79342 0.57096 -3.54666
H66 9.53476 -0.49987 -2.45026

Computed properties:
SMILES ... CP(C)[Si@@](CN)(CC(=O)Cl)S(=O)(=O)C(F)(F)C(F)(F)F.CCO.CCO.CCO.CCO.CCO.CCO.CCO.CCO.CCO
Spin multiplicity ... 1
Lowest unoccupied orbital energy ... 0.45 eV



Calculated gap between HOMO and LUMO (eV), listed in the same order as above: 5.37, 4.87, 8.60
Calculated highest occupied orbital energy (eV), listed in the same order as above: -3.610, -3.768, -8.153